A | 19
Properties=species:S:1:pos:R:3 method="wB97M-V/def2-TZVPD" lumo_energy_ha=0.0296
C -0.6849 1.7219 0.2087
C 1.5992 -1.3230 -1.1058
C 0.9510 -0.1246 1.0940
C -0.3272 0.2574 0.3480
N -2.5071 -0.4928 -0.4008
C -1.2189 -0.7091 0.0339
C 1.7091 -0.3016 -0.0212
O 1.4280 0.8022 2.0125
H 0.7031 1.0086 2.6158
H -2.7476 0.4455 -0.6793
H -3.0570 -1.2983 -0.6526
H -0.9725 -1.7465 0.2174
H 2.6871 0.1826 0.0121
H 0.1620 2.3519 0.4777
H -1.5259 1.9902 0.8575
H -0.9803 1.9668 -0.8174
H 0.8348 -1.0470 -1.8338
H 1.3976 -2.3208 -0.7216
H 2.5495 -1.3635 -1.6450



B | 19
Properties=species:S:1:pos:R:3 method="wB97M-V/def2-TZVPD" lumo_energy_ha=-0.0693
C 0.9203 -0.6612 -0.1815
N -0.3460 -0.0170 -0.2175
C -1.0495 0.4087 -1.3341
C -0.4274 0.4455 -2.6009
O -2.1662 0.9492 -1.0843
C -0.8437 0.3144 1.0734
C 0.3230 -0.0852 2.0533
C 1.5499 -0.1086 1.1145
H 0.8758 -1.7670 -0.0724
H 1.5656 -0.4093 -1.0312
H 0.4482 -0.0737 -2.9412
H -2.0842 -0.8963 -1.8665
H -0.9845 1.0111 -3.3318
H -1.7854 -0.1075 1.4171
H -0.9213 1.4196 1.2669
H 0.2745 -1.1192 2.4190
H 0.3931 0.5208 2.9525
H 1.8720 0.8950 0.9166
H 2.3858 -0.7193 1.4479



C | 19
Properties=species:S:1:pos:R:3 method="wB97M-V/def2-TZVPD" lumo_energy_ha=0.0001
C -0.7117 0.1479 -0.7207
C -0.6375 -1.3361 -0.9683
C 1.1361 1.5557 0.7919
C -1.7585 0.6058 0.2624
C 1.2587 0.4932 -0.2802
C 0.2898 -1.7902 0.1018
N 1.3052 -1.0419 0.4641
O 2.0104 0.6232 -1.2283
H -0.6462 0.7560 -1.6191
H 2.1677 -1.4852 0.7693
H -1.6028 -1.8426 -0.8746
H -0.2073 -1.5765 -1.9471
H 0.1518 -2.7715 0.5663
H 0.5677 1.1897 1.6404
H 0.6541 2.4434 0.3867
H 2.1437 1.8429 1.1003
H -1.7594 -0.0202 1.1544
H -1.6046 1.6359 0.5884
H -2.7571 0.5705 -0.1881



Ranking the structures above by energy, C is first and the second is 0.211 eV behind.